(1)
65
Properties=species:S:1:pos:R:3 method="wB97M-V/def2-TZVPD" total_energy_ha=-2108.14549 total_charge=0 lumo_energy_ev=-0.023 relative_energy_kcal_mol=0.0 spin_multiplicity=1 smiles=Cc1ccc([C@@H](B2Oc3ccccc3O2)c2ccccc2)cc1.Cc1ccc(-c2ccc(C(F)(F)F)cc2)s1 homo_energy_ev=-7.7
C 1.05379 5.54502 2.50427
C 0.28376 4.31120 2.16735
C 0.34923 3.10858 2.88510
C -0.45081 2.02738 2.53258
C -1.35691 2.11002 1.45800
C -2.54555 1.24078 1.36271
B -3.28657 0.37417 2.74887
O -2.75814 0.26040 4.05541
C -2.96091 -1.06528 4.39385
C -2.77582 -1.70810 5.60454
C -3.20454 -3.04550 5.69362
C -3.77544 -3.70957 4.60715
C -4.05705 -3.02128 3.41706
C -3.63628 -1.71237 3.34148
O -3.95290 -0.80962 2.35902
C -3.36700 1.18415 0.11664
C -4.76968 1.11405 0.26589
C -5.62040 1.33415 -0.81386
C -5.10506 1.54875 -2.09642
C -3.71413 1.54459 -2.27756
C -2.86695 1.41170 -1.17084
C -1.33612 3.29374 0.68868
C -0.56668 4.37543 1.06635
H 1.58868 5.92768 1.62604
H 0.35882 6.33901 2.80707
H 1.76756 5.38318 3.31280
H 1.03144 3.02453 3.73477
H -0.42802 1.09428 3.09917
H -3.32328 1.81992 2.07995
H -2.34919 -1.18144 6.46350
H -3.08279 -3.57994 6.63321
H -4.00114 -4.77917 4.65749
H -4.59436 -3.46822 2.57696
H -5.18955 0.95544 1.25554
H -6.70181 1.30821 -0.65488
H -5.77389 1.70594 -2.94968
H -3.28694 1.64812 -3.27677
H -1.79241 1.50363 -1.27978
H -1.99624 3.40653 -0.17171
H -0.59648 5.28466 0.46882
C 1.69397 -3.02722 0.61979
C 0.91930 -1.88134 0.08776
C -0.08836 -1.92306 -0.86649
C -0.43515 -0.65251 -1.39896
C 0.25202 0.39969 -0.78698
C 0.60470 1.70319 -1.31819
C 1.52039 2.53877 -0.64309
C 1.69454 3.85864 -1.03128
C 0.94602 4.36312 -2.08860
C 1.02620 5.82740 -2.43324
F 1.44741 6.02570 -3.72000
F -0.19621 6.44568 -2.30064
F 1.89032 6.50071 -1.61279
C 0.11115 3.53724 -2.83550
C -0.01069 2.19987 -2.49133
S 1.26277 -0.24198 0.48706
H 1.75695 -3.80580 -0.15438
H 2.70922 -2.71188 0.87103
H 1.23639 -3.46942 1.51135
H -0.48223 -2.87120 -1.21958
H -1.14014 -0.53238 -2.21275
H 2.04418 2.17355 0.24480
H 2.37528 4.50593 -0.47876
H -0.46015 3.93419 -3.67128
H -0.66238 1.54448 -3.07448

---

(2)
58
Properties=species:S:1:pos:R:3 method="wB97M-V/def2-TZVPD" total_energy_ha=-1362.22073 total_charge=0 lumo_energy_ev=0.435 relative_energy_kcal_mol=4.3 spin_multiplicity=1 smiles="CCCCN(CCCC)Cc1ccc(C(=O)NNC(=O)Nc2ccc(F)cc2)o1" homo_energy_ev=-8.1
C -6.07497 -1.76930 -0.01611
C -5.64697 -0.31242 0.12132
C -5.29728 0.33915 -1.21637
C -4.06102 -0.27850 -1.87124
N -3.53864 0.58230 -2.92264
C -4.28192 0.48792 -4.16895
C -4.24199 1.80328 -4.94599
C -5.13648 1.75554 -6.18219
C -5.09398 3.06454 -6.96069
C -2.10657 0.40082 -3.11766
C -1.35388 1.00548 -1.98100
C -1.08977 2.31279 -1.67618
C -0.38043 2.30547 -0.45982
C -0.25929 0.98806 -0.09407
C 0.36267 0.40219 1.09054
O 0.96042 1.06868 1.92310
N 0.23036 -0.94806 1.15019
N 0.62803 -1.76425 2.20962
C 1.93848 -2.02558 2.62341
O 2.19325 -3.11063 3.09589
N 2.76446 -0.95882 2.48936
C 4.11899 -0.88953 2.80999
C 4.88222 -2.01085 3.12671
C 6.22951 -1.87507 3.40476
C 6.80536 -0.61934 3.36249
F 8.12494 -0.48755 3.63181
C 6.06741 0.50867 3.05131
C 4.72223 0.36798 2.77461
O -0.85657 0.19652 -1.02475
H -5.25731 -2.38459 -0.38269
H -6.90923 -1.85689 -0.70875
H -6.38879 -2.16299 0.94793
H -4.78602 -0.24760 0.79092
H -6.46199 0.25286 0.57864
H -6.15718 0.26487 -1.88402
H -5.08933 1.39872 -1.05753
H -4.28608 -1.28669 -2.25548
H -3.28898 -0.37741 -1.10510
H -3.90919 -0.33561 -4.80217
H -5.32186 0.26885 -3.92380
H -3.21956 2.02862 -5.25487
H -4.57039 2.60346 -4.28121
H -4.81366 0.93697 -6.83002
H -6.16456 1.54893 -5.87663
H -5.42794 3.88967 -6.33577
H -5.73971 3.01160 -7.83391
H -4.08119 3.27759 -7.29566
H -1.82924 -0.66434 -3.21031
H -1.81942 0.91547 -4.03582
H -1.37259 3.16664 -2.25531
H -0.00445 3.14402 0.08863
H -0.16408 -1.41898 0.34450
H 0.00217 -2.54216 2.37563
H 2.30596 -0.05753 2.33493
H 4.41478 -2.98036 3.16386
H 6.83253 -2.73364 3.65389
H 6.54535 1.47513 3.02931
H 4.12563 1.23489 2.53183

---

(3)
17
Properties=species:S:1:pos:R:3 method="wB97M-V/def2-TZVPD" total_energy_ha=-376.46270 total_charge=+1 lumo_energy_ev="-5.625 / -5.624" relative_energy_kcal_mol=90.5 spin_multiplicity=1 homo_energy_ev="-13.6 / -13.6"
C 2.36454 0.11186 1.00060
C 1.48387 -0.99134 0.50891
C -2.23828 -0.81370 -0.48644
C -1.49722 1.37620 0.07479
N 2.31465 1.08893 0.17218
N 1.46431 0.69796 -0.80330
N 0.90979 -0.43478 -0.66692
N -1.28273 0.16144 -0.10592
H 2.96488 0.13081 1.88921
H 2.06182 -1.88184 0.21572
H 0.74325 -1.36179 1.21996
H -3.21684 -0.38081 -0.71819
H -1.84634 -1.34188 -1.35671
H -2.34736 -1.53869 0.32166
H -0.68153 2.03845 0.33928
H 1.28761 1.30409 -1.59940
H -2.48443 1.83509 -0.00542

---

(4)
95
Properties=species:S:1:pos:R:3 method="wB97M-V/def2-TZVPD" total_energy_ha=-5454.68405 total_charge=0 lumo_energy_ev="0.023 / 0.217" relative_energy_kcal_mol=0.0 spin_multiplicity=2 homo_energy_ev="-7.4 / -7.5" s_squared=1.187
Co -0.30743 -0.78024 0.40490
C 0.06152 -0.47354 -3.80778
C -0.98814 0.48371 -3.25785
C -2.37149 -0.14638 -3.29972
C -0.99326 1.78384 -4.05483
O -0.71252 0.74799 -1.86183
Si 0.35059 1.84553 -1.20855
S 0.46273 1.36319 0.80442
O 1.74055 1.69566 -2.06916
C 2.84454 2.60801 -2.20752
C 3.13992 3.29333 -0.87760
C 4.03158 1.76368 -2.64001
C 2.50139 3.62998 -3.28594
O -0.13908 3.38547 -1.50358
C -1.15693 4.20625 -0.91701
C -0.57761 4.88109 0.32078
C -2.37587 3.36613 -0.55142
C -1.51824 5.24047 -1.97387
H -0.18388 -0.74374 -4.83714
H 0.08426 -1.38699 -3.21062
H 1.05105 -0.01921 -3.78267
H -2.70957 -0.25290 -4.33226
H -3.08090 0.48101 -2.75812
H -2.36127 -1.12961 -2.83820
H -1.16804 1.56630 -5.11033
H -0.04180 2.30739 -3.96437
H -1.78410 2.44809 -3.70355
H 3.30771 2.55017 -0.09691
H 2.30268 3.92350 -0.57293
H 4.02818 3.92155 -0.96718
H 4.28023 1.03782 -1.86543
H 4.90521 2.39282 -2.81989
H 3.79380 1.22527 -3.55870
H 1.59279 4.16701 -3.01814
H 2.34287 3.12825 -4.24304
H 3.31538 4.34832 -3.40308
H -0.25585 4.12874 1.04197
H -1.32312 5.52556 0.79152
H 0.28311 5.49318 0.04513
H -2.09040 2.59830 0.16887
H -2.78308 2.87122 -1.43538
H -3.15223 4.00089 -0.11749
H -0.62666 5.78972 -2.27960
H -2.24822 5.95167 -1.58260
H -1.94168 4.75338 -2.85314
O -2.21301 -0.36474 0.69166
S -3.26807 -0.60876 1.76446
C -3.91427 1.06338 2.09480
C -3.39798 1.51320 3.46392
C -2.08494 0.76952 3.69268
C -2.39344 -0.67688 3.33292
H -4.99920 1.04729 2.00546
H -3.49755 1.64960 1.27703
H -4.11635 1.23475 4.23871
H -3.28005 2.59627 3.49530
H -1.72628 0.85880 4.71801
H -1.30760 1.14845 3.02469
H -3.06565 -1.15614 4.04963
H -1.53670 -1.32268 3.14064
Cl 3.51443 -2.09466 -3.04477
C 3.55437 -2.36574 -1.29822
Cl 3.56512 -4.08314 -0.92610
Cl 4.94045 -1.55465 -0.56858
C 2.31559 -1.80500 -0.73705
N 1.30055 -1.41279 -0.40211
C 2.35215 -0.95217 3.02317
C 1.93443 -2.27072 3.66205
C 0.84187 -2.03663 4.70847
C 1.55526 -3.37631 2.68762
C 2.29106 -4.55458 2.76987
C 1.98116 -5.67626 2.02049
C 0.87347 -5.62506 1.19349
C 0.09132 -4.48022 1.08255
C -1.18684 -4.59569 0.27342
C -2.42862 -4.42241 1.15192
C -1.26073 -3.68992 -0.94875
C 0.45102 -3.31329 1.79769
O -0.30269 -2.20502 1.71176
H 2.64607 -0.23563 3.79446
H 1.54320 -0.50850 2.45263
H 3.20631 -1.08587 2.35768
H 2.80898 -2.65296 4.19808
H -0.00949 -1.52914 4.26029
H 1.21895 -1.40948 5.51970
H 0.49370 -2.97848 5.13581
H 3.13032 -4.58777 3.45688
H 2.56984 -6.58084 2.10595
H 0.58010 -6.50708 0.63367
H -1.20038 -5.62473 -0.09878
H -2.44149 -3.42379 1.58592
H -2.43128 -5.14695 1.96790
H -3.34069 -4.56125 0.56641
H -1.48323 -2.66055 -0.66384
H -2.07028 -4.01207 -1.60766
H -0.33167 -3.70458 -1.52216